# 1
Below is 3 unconnected molecules or ions with the total composition C10H15IO11S2 at a distorted geometry, with properties calculated with wB97M-V/def2-TZVPD.

Total energy: -62900.0941 eV
E_LUMO: -0.84 eV
Kohn-Sham gap: 9.524 eV
F_max: 0.18634 hartree/bohr
HOMO level: -10.3593 eV
SMILES: O=C(I)C[C@@H]1CCC(=O)O1.O=S1(=O)OCCO1.O=S1(=O)OCCO1

```
39
Properties=species:S:1:pos:R:3:forces:R:3:lowdin_charge:R:1
O 3.3288 -3.2307 -0.5925 -1.3 1.9 -9.3 -0.131
C 3.1323 -2.9939 -1.9192 0.0 -2.7 7.0 -0.625
I 4.1094 -1.2646 -2.9341 -0.8 -1.3 0.8 0.744
C 2.1546 -3.9780 -2.8529 0.1 -0.5 -0.1 -0.114
C 0.7233 -3.1937 -3.0054 0.0 1.8 0.6 -0.304
C -0.3134 -3.1114 -1.7300 0.4 0.7 -0.6 -0.106
C -1.3531 -1.9976 -2.4179 2.5 -0.8 0.5 -0.075
C -1.3548 -2.6127 -3.9372 -3.9 2.5 -2.4 -0.226
O -2.2757 -2.2205 -4.8216 6.5 -3.4 5.0 -0.007
O -0.2048 -3.5634 -4.1010 -1.9 2.3 0.4 -0.060
H 2.0575 -5.0478 -2.3600 0.2 2.4 -0.6 0.140
H 2.7103 -4.1458 -3.8808 -1.3 0.7 2.0 0.129
H 1.0782 -2.1009 -3.3252 -0.7 -2.0 1.1 0.131
H 0.2198 -2.6739 -0.7594 -1.4 -1.4 -2.3 0.107
H -0.8735 -4.1561 -1.6027 1.5 2.3 -0.1 0.147
H -2.3592 -1.7676 -1.8663 1.8 -0.9 -1.6 0.139
H -0.6774 -1.0218 -2.3506 -1.7 -1.8 -0.6 0.129
O -0.8727 1.3160 0.4978 0.7 -1.9 0.1 -0.239
S -0.1117 0.0996 0.6770 0.2 0.1 0.2 0.691
O -0.6627 -1.2152 0.4441 0.3 2.0 0.3 -0.250
O 0.5502 0.1286 2.1667 -0.7 0.4 -1.1 -0.186
C 1.9696 0.0351 2.0584 0.8 -0.4 -0.1 -0.161
C 2.3170 0.6519 0.7061 0.4 0.6 0.6 -0.169
O 1.2739 0.2363 -0.1726 -1.1 -0.6 0.5 -0.210
H 2.2446 -1.0241 2.0907 0.0 0.1 0.0 0.135
H 2.4507 0.5605 2.8876 -0.3 0.0 -0.1 0.141
H 3.2894 0.3201 0.3344 -0.3 -0.1 -0.1 0.127
H 2.3006 1.7457 0.7560 0.1 -0.1 0.0 0.136
O -1.8075 6.5724 3.6821 0.5 -1.8 0.5 -0.238
S -1.6178 5.1584 3.9181 0.1 0.3 0.1 0.679
O -0.8698 4.6411 5.0403 -1.0 0.9 -1.3 -0.239
O -1.0331 4.4887 2.5515 -0.5 0.8 0.8 -0.192
C -1.9208 3.4646 2.1063 -0.5 -0.6 0.0 -0.192
C -3.3029 3.8775 2.6053 0.0 0.1 -0.7 -0.169
O -3.0810 4.4382 3.8973 1.1 0.1 0.3 -0.195
H -1.6046 2.5192 2.5589 -0.1 0.1 -0.1 0.120
H -1.8847 3.3757 1.0172 0.1 0.2 0.3 0.123
H -3.9937 3.0331 2.6648 0.2 0.2 0.2 0.138
H -3.7351 4.6568 1.9687 0.0 -0.1 0.0 0.133
```
Positions in Å, forces in eV/Å.

***

# 2
Below is 3 unconnected molecules or ions with the total composition C10H15ISi at a distorted geometry, with properties calculated with wB97M-V/def2-TZVPD.

Total energy: -26587.0479 eV
E_LUMO (alpha / beta): 0.50 / -2.51 eV
Kohn-Sham gap (alpha / beta): 7.191 / 6.678 eV
<S²>: 2.004
F_max: 0.06237 hartree/bohr
HOMO level (alpha / beta): -6.6871 / -9.1897 eV
Spin multiplicity: 3

```
27
Properties=species:S:1:pos:R:3:forces:R:3:lowdin_charge:R:1
C -2.0179 -1.1195 3.0524 1.0 0.5 -0.1 -0.092
C -2.1730 -0.3061 1.9250 -2.8 -1.1 1.2 -0.107
C -0.7669 -1.3180 3.6257 -0.6 1.9 -2.1 -0.098
C -1.1495 0.4353 1.4659 2.3 -0.7 1.4 -0.126
C 0.2925 -0.5013 3.2007 0.6 -1.3 1.0 -0.085
C 0.0923 0.3825 2.1390 -0.9 -1.1 0.7 -0.078
C 0.7542 -2.5151 -0.2162 -0.4 -0.8 0.4 -0.205
C -0.4418 3.7426 -2.4509 0.8 -0.3 0.1 -0.090
C -0.0717 -2.1295 -1.4477 -0.7 1.4 1.5 -0.473
C -1.3519 4.6092 -2.0197 0.3 -0.1 -0.6 -0.071
Si -0.0170 -0.1724 -1.9615 0.7 -1.6 0.4 0.294
I 2.3670 0.3641 -1.6755 -0.1 0.5 -0.2 0.305
H -2.8545 -1.5094 3.5678 -0.9 -0.9 -0.1 0.087
H -3.2116 -0.2882 1.5199 1.1 0.3 0.0 0.119
H -0.6610 -2.1281 4.2580 0.5 -1.1 1.8 0.074
H -1.2286 0.9646 0.5889 -0.2 1.5 -1.7 0.036
H 1.2506 -0.7331 3.7849 -1.1 1.0 -1.4 0.127
H 1.2280 -3.4963 -0.2994 -0.5 -0.4 -0.7 0.072
H 1.6501 -1.9609 -0.0341 0.1 1.1 0.2 -0.006
H 0.1547 -2.6208 0.6742 -0.1 0.6 0.5 0.057
H -0.3299 2.8572 -3.1074 -1.2 0.6 0.4 0.032
H 0.5203 3.9771 -2.0274 0.5 -0.1 -0.1 0.034
H 0.9000 0.9555 1.8107 1.1 0.9 -0.6 0.074
H -1.1227 -2.4092 -1.4247 -0.2 0.2 0.7 0.043
H 0.2737 -2.7689 -2.1660 1.1 -0.9 -2.8 0.005
H -2.4015 4.7574 -2.1792 -0.4 -0.6 -0.5 0.039
H -0.9137 5.4135 -1.4756 0.0 0.5 0.7 0.034
```
Positions in Å, forces in eV/Å.

***

# 3
Below is a gas-phase ion, C10H15N2 (charge +1) at a distorted geometry, with properties calculated with wB97M-V/def2-TZVPD.

Total energy: -13586.5300 eV
E_LUMO: -3.16 eV
Charge: +1
Kohn-Sham gap: 9.237 eV
F_max: 0.11355 hartree/bohr
HOMO level: -12.3960 eV
SMILES: C/C(N)=[NH+]/[C@H](C)c1ccccc1

```
27
Properties=species:S:1:pos:R:3:forces:R:3:lowdin_charge:R:1
C -0.3625 3.5815 -0.8138 0.2 1.8 1.6 0.001
C -0.6353 2.1159 -0.6072 -0.6 1.3 -3.4 -0.323
N -0.9792 1.5094 -1.8099 0.9 1.0 3.0 0.221
N -0.5595 1.5461 0.5499 -0.3 -2.4 0.6 0.158
C -0.8403 0.0477 0.7684 0.0 -1.1 -1.3 -0.282
C -0.9759 -0.1374 2.2427 -1.2 -1.6 -0.7 -0.038
C 0.1107 -1.0739 0.2441 1.0 1.5 -0.1 -0.205
C 1.4622 -0.9785 0.6436 0.4 -1.8 -0.6 -0.022
C 2.4368 -2.0024 0.2295 -5.4 1.1 -1.9 -0.007
C 1.9746 -2.9803 -0.7311 -1.7 2.0 3.0 -0.024
C 0.5512 -3.0803 -0.9801 1.5 -1.3 -1.0 -0.080
C -0.3658 -2.1576 -0.5452 0.8 0.8 0.6 -0.068
H -0.4023 3.7881 -1.8764 -0.5 0.3 0.0 0.070
H 0.7115 3.7928 -0.5887 -0.8 -0.1 0.4 0.107
H -1.0452 4.3660 -0.1869 1.6 -2.2 -1.5 0.164
H -0.7761 1.9254 -2.7103 -0.1 0.2 0.5 0.133
H -1.2803 0.5751 -1.8057 -0.1 -1.4 -0.1 0.088
H -0.5904 2.0677 1.4416 0.4 0.0 -1.1 0.182
H -1.7531 -0.1780 0.2003 -0.3 0.4 0.6 0.137
H -1.4443 -1.1258 2.4509 0.7 0.6 -0.1 0.128
H -1.6837 0.5607 2.5541 -1.1 1.4 1.2 0.066
H -0.0293 -0.0288 2.7084 0.7 0.0 0.7 0.080
H 1.7461 -0.1586 1.3498 -0.1 -0.9 -0.8 0.119
H 3.3650 -1.8813 0.6468 2.4 -0.3 0.4 0.067
H 2.6371 -3.7512 -0.9850 0.7 -0.9 -0.7 0.080
H 0.1190 -3.9536 -1.5629 1.0 1.1 0.7 0.130
H -1.3912 -2.3886 -0.8269 -0.1 0.7 0.4 0.116
```
Positions in Å, forces in eV/Å.

***

# 4
Below is 2 unconnected molecules or ions with the total composition C10H15N2O at a distorted geometry, with properties calculated with wB97M-V/def2-TZVPD.

Total energy: -15630.0114 eV
E_LUMO: -4.57 eV
Charge: +1
Kohn-Sham gap: 7.800 eV
F_max: 0.07305 hartree/bohr
HOMO level: -12.3723 eV

```
28
Properties=species:S:1:pos:R:3:forces:R:3:lowdin_charge:R:1
C 0.1394 -4.7163 -0.3286 0.6 1.1 0.8 0.131
C 0.6143 -3.5967 -0.4977 0.5 0.7 1.1 -0.074
C 1.2425 -2.1867 -0.3382 0.7 1.1 -0.1 -0.087
C 2.7117 -2.0366 -0.1020 -2.3 0.5 -0.3 0.048
N 3.3098 -0.7697 0.0873 -3.4 -0.5 -0.5 0.065
C 2.5329 0.4217 0.0632 -1.9 -0.9 -0.4 0.022
C 1.0590 0.4156 -0.2042 2.6 -2.7 0.4 0.060
C 0.4077 -0.9304 -0.4108 1.0 0.7 -0.2 -0.086
C -1.1589 -0.9194 -0.6970 0.6 0.1 0.3 -0.116
C -1.8421 -0.3939 0.6630 1.3 -0.2 0.5 -0.279
N -3.1892 -0.9695 0.9040 1.0 -0.2 0.2 -0.020
H -0.2467 -5.6908 0.0887 0.6 1.6 -1.2 0.083
H 3.3348 -2.9777 -0.0793 -0.5 1.5 0.0 0.155
H 4.3234 -0.7320 0.2432 -0.7 0.1 -0.1 0.170
H 3.1016 1.3738 0.2567 -0.7 -1.3 -0.3 0.142
H 0.4746 1.3983 -0.2144 1.0 -1.5 0.0 0.118
H -1.5290 -1.9485 -1.0090 0.6 1.3 0.6 0.116
H -1.3902 -0.1933 -1.5467 0.5 -1.0 1.1 0.134
H -1.8194 0.7408 0.6501 -0.4 -1.3 0.0 0.118
H -1.1354 -0.7042 1.5123 -0.7 0.5 -1.0 0.118
H -3.4408 -0.7561 1.8854 0.0 -0.1 -0.8 0.082
H -3.0449 -1.9952 0.8954 -0.4 0.7 0.0 0.074
C -0.9830 4.6143 -0.5749 0.0 0.2 0.1 -0.143
O -0.1408 3.7633 0.1979 0.2 -0.3 0.1 -0.155
H -1.4574 4.0222 -1.3566 0.1 0.0 0.1 0.080
H -1.7530 5.0509 0.0645 -0.1 0.1 -0.2 0.082
H -0.3872 5.4062 -1.0334 -0.2 0.0 -0.1 0.081
H 0.2662 4.3100 0.8811 -0.1 -0.2 -0.1 0.080
```
Positions in Å, forces in eV/Å.

***

# 5
Below is a gas-phase ion, C10H15N2O (charge +1), with properties calculated with wB97M-V/def2-TZVPD.

Total energy: -15631.9729 eV
E_LUMO: -4.38 eV
Charge: +1
Kohn-Sham gap: 8.353 eV
F_max: 0.01875 hartree/bohr
HOMO level: -12.7335 eV
SMILES: C#C[N+]1=CC[C@H](CC(=O)N(C)C)C1

```
28
Properties=species:S:1:pos:R:3:forces:R:3:lowdin_charge:R:1
C 2.4455 -2.9728 0.3945 0.1 0.1 -0.3 0.218
C 2.3761 -1.7822 0.4587 -0.4 0.0 0.3 -0.080
N 2.0835 -0.4470 0.5070 0.4 -0.3 -0.3 -0.037
C 1.9654 0.2772 1.5601 -0.2 0.2 -0.1 0.069
C 1.5966 1.6767 1.2267 -0.4 -0.4 0.4 -0.058
C 1.1297 1.5800 -0.2384 0.6 0.5 -0.5 -0.247
C -0.3834 1.5872 -0.4432 0.3 -0.4 -0.3 -0.052
C -1.0894 0.4049 0.1838 -0.3 0.1 -0.3 -0.446
O -0.6710 -0.1195 1.1956 -0.1 0.2 0.2 0.104
N -2.2733 0.0109 -0.4680 0.3 -0.4 0.7 -0.154
C -3.1856 -0.6828 0.4556 -0.2 -0.1 -0.2 -0.060
C -1.9432 -0.8743 -1.6023 0.0 0.5 -0.2 -0.052
C 1.8347 0.3143 -0.7653 -0.4 0.1 0.8 0.002
H 2.5263 -4.0266 0.2545 0.1 0.0 0.2 0.063
H 2.1164 -0.1500 2.5429 0.0 0.0 0.0 0.176
H 2.4511 2.3340 1.4065 0.1 0.0 -0.1 0.147
H 0.7942 1.9926 1.8953 0.1 0.1 0.0 0.141
H 1.5428 2.4200 -0.7993 -0.1 0.1 0.1 0.150
H -0.8157 2.5014 -0.0311 -0.1 0.0 0.0 0.146
H -0.6027 1.5992 -1.5124 0.0 0.1 0.0 0.127
H -4.1695 -0.7307 -0.0096 0.0 0.0 -0.1 0.095
H -2.8636 -1.7057 0.6697 0.1 0.0 0.1 0.093
H -3.2795 -0.1309 1.3866 0.1 0.0 0.0 0.094
H -1.3776 -1.7489 -1.2600 -0.1 0.0 0.0 0.096
H -2.8663 -1.2083 -2.0684 0.0 0.0 0.0 0.097
H -1.3660 -0.3314 -2.3529 0.0 -0.1 0.0 0.084
H 2.8163 0.5185 -1.1854 -0.1 -0.1 -0.3 0.148
H 1.2085 -0.3058 -1.4013 0.2 0.0 -0.2 0.139
```
Positions in Å, forces in eV/Å.

***

# 6
Below is 2 unconnected molecules or ions with the total composition C10H15N2O at a distorted geometry, with properties calculated with wB97M-V/def2-TZVPD.

Total energy: -15632.7233 eV
E_LUMO: -6.00 eV
Charge: +1
Kohn-Sham gap: 6.471 eV
F_max: 0.02751 hartree/bohr
HOMO level: -12.4694 eV

```
28
Properties=species:S:1:pos:R:3:forces:R:3:lowdin_charge:R:1
N 0.9536 -0.2570 1.9448 -0.2 -0.2 -1.2 0.066
N -0.3212 -0.5248 2.5021 0.1 0.2 0.6 -0.035
C -0.3679 -0.4074 3.8706 0.8 -0.3 0.3 -0.320
O 0.6512 -0.4285 4.5476 -1.3 0.2 -0.6 0.027
H 1.6405 -0.4196 2.6898 -0.3 0.1 -0.1 0.106
H 1.0923 -0.9202 1.1824 0.2 -0.3 0.7 0.079
H -1.1293 -0.2080 1.9769 0.3 0.1 0.0 0.124
H -1.4067 -0.3436 4.2426 0.3 0.0 0.2 0.139
C 2.3292 0.4911 -0.7727 0.5 -0.1 0.7 -0.025
C 0.9081 0.8598 -0.5210 0.0 0.6 -1.1 -0.187
C 0.6470 2.2018 0.0536 0.1 0.2 0.9 -0.025
C -0.1342 0.0970 -1.1094 -0.8 -0.8 -0.1 -0.190
C -1.5118 0.4776 -0.9991 0.2 -0.1 0.0 0.013
C -2.5198 -0.2875 -1.5733 0.0 0.3 0.1 -0.035
C -2.2160 -1.4539 -2.2871 0.4 0.2 0.2 -0.002
C -0.8783 -1.8539 -2.4131 0.2 0.0 -0.1 -0.031
C 0.1418 -1.1061 -1.8379 0.0 0.1 0.1 0.023
H 2.5227 -0.5716 -0.5754 0.0 0.2 -0.1 0.097
H 2.6267 0.6756 -1.8173 -0.3 0.0 0.2 0.130
H 2.9975 1.0784 -0.1319 -0.2 -0.2 -0.2 0.104
H -0.3015 2.2562 0.5987 0.2 0.0 -0.2 0.087
H 1.4493 2.4693 0.7527 -0.2 -0.1 -0.2 0.103
H 0.6202 2.9841 -0.7242 0.1 -0.4 -0.1 0.133
H -1.7737 1.3910 -0.4581 0.0 -0.4 -0.2 0.119
H -3.5568 0.0393 -1.4753 0.3 -0.1 0.0 0.124
H -3.0123 -2.0478 -2.7376 0.2 0.2 0.1 0.130
H -0.6288 -2.7536 -2.9789 -0.1 0.3 0.2 0.125
H 1.1784 -1.4376 -1.9495 -0.5 0.1 0.0 0.122
```
Positions in Å, forces in eV/Å.

***

# 7
Below is a molecular structure, C10H15N3OPTc at a distorted geometry, with properties calculated with wB97M-V/def2-TZVPD.

Total energy: -28610.7007 eV
E_LUMO (alpha / beta): -3.15 / -4.11 eV
Charge: +1
Kohn-Sham gap (alpha / beta): 7.105 / 7.371 eV
<S²>: 3.770
F_max: 0.07119 hartree/bohr
HOMO level (alpha / beta): -10.2584 / -11.4792 eV
Spin multiplicity: 4

```
31
Properties=species:S:1:pos:R:3:forces:R:3:lowdin_charge:R:1
C -0.9132 -2.0830 -1.2495 -1.4 -1.7 -0.9 -0.293
C 0.1031 -3.1763 -1.2335 -0.7 -0.8 -1.0 -0.342
C 1.1079 -2.8163 -2.2320 -0.6 0.1 0.5 -0.166
C 0.7254 -1.5709 -2.8260 0.1 -0.6 1.3 -0.094
C -0.5385 -1.1744 -2.2601 0.4 -0.1 0.2 -0.129
Tc 0.8764 -1.6001 -0.1905 1.2 2.7 -2.1 0.931
P 0.1024 -2.1611 1.8345 -0.4 -0.9 2.0 0.683
H -1.9140 -2.1345 -0.7756 1.0 0.2 -0.3 0.120
H -0.0069 -4.1664 -0.7800 -0.1 0.4 -0.3 0.107
H 1.9356 -3.4684 -2.5205 -0.2 0.5 0.2 0.108
H -1.1222 -0.3052 -2.5593 0.3 -0.1 0.2 0.119
H 1.3051 -1.0428 -3.5904 -0.4 -0.2 0.4 0.113
H 1.0537 -1.7211 2.8057 -0.4 -0.2 -0.1 -0.083
H 0.0184 -3.5451 2.1802 -0.1 0.6 0.0 -0.075
H -1.0907 -1.6487 2.4290 0.4 -0.2 -0.3 -0.066
C -2.4994 2.7753 1.0714 -0.3 0.1 0.1 0.002
N -1.1307 2.2997 0.8430 0.3 -0.3 0.1 -0.038
C -0.0660 3.1015 1.1105 -0.1 -0.6 -0.3 -0.008
C 1.1977 2.6652 0.8755 0.0 1.0 0.2 -0.004
C 1.3744 1.3850 0.3469 -0.3 -1.3 -0.3 -0.383
N 0.3627 0.5030 0.2433 -0.2 0.9 0.4 0.017
C -0.9545 0.9336 0.5057 -0.5 -0.7 0.1 -0.461
O -1.9327 0.1877 0.4734 1.4 1.0 0.0 0.027
N 2.5965 0.9772 -0.0263 0.5 0.1 0.0 0.159
H -2.9775 2.2546 1.9032 0.2 -0.1 -0.1 0.105
H -3.1216 2.6536 0.1848 0.2 -0.2 0.0 0.105
H -2.4599 3.8392 1.2967 0.1 0.0 0.0 0.093
H -0.2940 4.0858 1.5019 0.1 -0.1 -0.1 0.144
H 2.0698 3.2734 1.0515 -0.1 0.2 0.1 0.120
H 3.3865 1.5903 0.0564 0.0 0.2 0.1 0.119
H 2.8064 0.0891 -0.4701 -0.4 0.1 0.1 0.071
```
Positions in Å, forces in eV/Å.

***

# 8
Below is 2 unconnected molecules or ions with the total composition C10H15N3S at a distorted geometry, with properties calculated with wB97M-V/def2-TZVPD.

Total energy: -25898.4478 eV
E_LUMO: -8.55 eV
Charge: +2
Kohn-Sham gap: 7.533 eV
F_max: 0.09557 hartree/bohr
HOMO level: -16.0785 eV

```
29
Properties=species:S:1:pos:R:3:forces:R:3:lowdin_charge:R:1
C -3.8066 -0.7808 -1.0063 -1.7 -1.6 0.5 -0.028
C -2.9707 0.0238 -1.7033 0.0 -2.2 3.6 -0.020
C -3.3294 -1.3792 0.2152 1.2 -0.3 1.0 0.045
C -1.6778 0.4511 -1.0982 1.3 1.7 -3.2 -0.070
C -2.1057 -1.0886 0.8035 1.5 2.2 -0.4 -0.064
C -1.2422 -0.1049 0.2487 -0.5 0.6 -1.4 -0.197
C 3.1427 -0.7632 -1.1725 1.0 0.0 -0.6 -0.084
C 1.1637 -1.7414 -0.0728 1.8 -0.3 -1.1 -0.654
C 0.8025 1.2814 0.3112 -4.4 2.0 -0.8 -0.043
C 0.2740 0.1222 2.2415 0.8 -3.8 -1.7 0.031
N 2.1624 -1.0587 -0.3686 -0.8 -0.6 1.3 0.067
N 4.3956 -0.5461 -0.7231 -0.9 -0.3 -1.2 0.223
N -0.0110 0.1746 0.7601 -2.2 0.5 1.4 -0.206
S 0.2335 -2.9383 0.1586 -0.1 -0.1 0.1 1.026
H -4.8598 -1.1098 -1.3778 2.2 0.8 0.6 0.170
H -3.3782 0.2538 -2.6075 -0.1 1.5 -2.7 0.102
H -3.7575 -2.1841 0.8200 -1.1 0.3 -0.8 0.143
H -1.8149 1.5975 -1.3447 0.7 -1.4 1.6 0.201
H -1.6600 -1.4249 1.7317 -1.1 -0.9 0.1 0.092
H 2.7831 -0.6808 -2.2703 1.7 0.1 1.6 0.205
H 0.2788 2.3109 0.4673 1.2 -1.7 0.0 0.175
H 1.6986 1.1497 0.7482 3.0 0.3 1.6 0.052
H 0.9025 1.1152 -0.6950 0.5 0.3 -2.8 0.050
H -0.2226 -0.6956 2.7627 -0.5 0.4 0.0 0.095
H 1.3202 -0.2791 2.2010 -0.5 1.3 0.9 0.118
H 0.0286 1.0768 2.5859 0.2 1.3 1.2 0.099
H -0.8348 0.3183 -1.9356 -1.4 -0.1 1.7 0.190
H 5.2075 -0.3829 -1.2894 -0.4 0.4 -1.6 0.137
H 4.8495 -0.7342 0.1581 -1.4 -0.3 1.1 0.149
```
Positions in Å, forces in eV/Å.